(a)
{"formula": "C4H6N2S", "method": "ωB97M-V/def2-TZVPD", "charge": 0, "lumo_energy_ev": 0.148, "e_homo_ev": -7.482, "homo_lumo_gap_ha": 0.2804, "mol_weight_da": 114.2, "species": ["C", "C", "C", "C", "N", "N", "S", "H", "H", "H", "H", "H", "H"], "xyz": [[-0.05, -0.23, 0.91], [-0.88, 0.67, 0.16], [1.42, -1.19, -0.71], [-1.62, 1.76, 0.91], [0.87, -0.99, 0.33], [1.87, -1.91, -1.72], [-0.69, 0.79, -1.49], [0.05, -0.22, 1.90], [-2.58, 1.45, 1.07], [-1.10, 1.94, 1.75], [-1.77, 2.61, 0.35], [1.59, -2.86, -1.64], [2.88, -1.82, -1.83]]}

=====

(b)
{"formula": "C4H6N2S", "method": "ωB97M-V/def2-TZVPD", "charge": 0, "lumo_energy_ev": 0.772, "e_homo_ev": -8.623, "homo_lumo_gap_ha": 0.3452, "mol_weight_da": 114.2, "smiles": "SCc1ncc[nH]1", "species": ["C", "C", "C", "C", "N", "N", "S", "H", "H", "H", "H", "H", "H"], "xyz": [[0.18, -1.89, -0.44], [-1.09, -1.49, -0.68], [0.20, 0.21, -0.20], [0.67, 1.55, 0.11], [0.99, -0.87, -0.16], [-1.05, -0.14, -0.51], [0.19, 2.10, 1.81], [0.66, -2.88, -0.33], [-1.89, -1.95, -1.13], [1.71, 1.49, 0.25], [0.48, 2.37, -0.44], [-1.88, 0.43, -0.61], [0.83, 1.08, 2.32]]}

=====

(b) wins, 0.0879 hartree ahead of the next structure.